63
Properties=species:S:1:pos:R:3:lowdin_charge:R:1 method="wB97M-V/def2-TZVPD" fmax_ev_per_a=3.6 total_charge=-1 homo_lumo_gap_ev="7.493 / 7.492" relative_energy_kj_mol=212.6 e_tot_ha=-2255.87029
Rh -0.10670 0.90238 -1.76984 1.134
N 2.04245 -4.03743 3.39261 0.082
C 2.36065 -2.88216 2.66739 -0.339
C 2.46123 -1.65010 3.31336 -0.041
C 2.72398 -0.49725 2.59089 -0.069
C 2.89069 -0.57389 1.21487 -0.294
C 2.78727 -1.79396 0.55750 -0.054
C 2.52613 -2.94349 1.28292 -0.043
S 3.16579 0.88910 0.26037 0.587
O 3.84111 1.85527 1.08374 -0.308
O 3.81640 0.47196 -0.95477 -0.310
N 1.67248 1.32065 -0.14936 -0.120
C 0.85122 1.99440 0.67790 -0.483
N -0.28734 2.36190 0.02929 0.061
C -1.19868 3.04738 0.69293 -0.135
C -1.03213 3.38321 2.02567 -0.068
C 0.12033 2.90253 2.62906 -0.138
N 1.05841 2.21751 1.99227 0.132
H 2.27634 -4.00796 4.37056 0.077
H 2.30391 -4.90323 2.95176 0.078
H 2.33574 -1.60515 4.39015 0.105
H 2.79295 0.47010 3.07111 0.103
H 2.90672 -1.82057 -0.51985 0.118
H 2.45195 -3.90171 0.77962 0.108
H -2.08798 3.31821 0.13350 0.111
H -1.77868 3.94317 2.56789 0.089
H 0.29325 3.05841 3.69164 0.104
C -0.62641 -0.89567 0.92880 -0.160
N -0.66846 -0.80483 -0.52142 -0.039
C -1.23060 -1.74146 -1.19051 -0.080
C -1.36027 -1.60685 -2.58320 -0.317
C -1.78825 -2.47950 -3.58845 -0.064
C -1.63492 -1.78187 -4.78676 -0.105
C -1.12563 -0.51399 -4.45187 -0.148
N -0.98376 -0.41140 -3.13412 -0.044
C -1.93628 -0.52829 1.59414 -0.193
C -2.87421 0.28302 0.96107 -0.040
C -4.06059 0.60951 1.60638 -0.078
C -4.32917 0.12816 2.88093 -0.109
C -3.39507 -0.68122 3.51605 -0.102
C -2.20734 -1.00453 2.87410 -0.049
H 0.15576 -0.22954 1.28730 0.088
H -0.33698 -1.90320 1.24375 0.118
H -1.61484 -2.62868 -0.68298 0.143
H -2.13699 -3.49303 -3.45214 0.090
H -1.88070 -2.12815 -5.77952 0.077
H -0.88983 0.31216 -5.10707 0.111
H -2.68768 0.65381 -0.04150 0.080
H -4.78013 1.24367 1.10103 0.103
H -5.26200 0.37369 3.37464 0.092
H -3.59069 -1.06398 4.51125 0.093
H -1.47679 -1.63527 3.37214 0.109
O -2.41745 1.83615 -1.99519 -0.129
C -1.96684 2.62077 -2.84764 -0.568
O -0.75824 2.68450 -3.22383 -0.103
H -2.67992 3.32460 -3.31474 0.115
C 3.23913 1.91910 -3.90015 -0.049
O 2.06603 1.88270 -3.08025 -0.100
C 1.54530 0.67594 -2.90571 -0.556
O 1.94551 -0.35049 -3.35382 0.062
H 3.38795 2.96493 -4.15131 0.088
H 3.08870 1.32160 -4.79757 0.088
H 4.08413 1.52835 -3.33500 0.084

46
Properties=species:S:1:pos:R:3:lowdin_charge:R:1 method="wB97M-V/def2-TZVPD" fmax_ev_per_a=8.9 homo_lumo_gap_ev=9.540 e_tot_ha=-2171.79926
N 4.25413 -0.88820 -1.33423 0.089
C 3.55661 0.36668 -1.81713 -0.317
O 3.88335 1.09623 -2.88747 -0.003
O 2.34793 0.78123 -1.03153 -0.097
C 1.42043 -0.34825 -1.21438 -0.197
C -0.16908 0.04617 -0.87631 -0.048
C -1.04225 -1.29028 -1.36554 -0.262
O -1.07427 -2.36254 -0.56783 -0.028
O -1.68616 -1.19212 -2.70114 -0.030
H 3.82583 -1.69809 -1.85413 0.105
H 3.98826 -0.99516 -0.31899 0.096
H 1.52514 -0.69535 -2.34995 0.130
H 1.70846 -1.31134 -0.57151 0.136
H -0.49829 1.02769 -1.43502 0.141
H -0.21029 0.22298 0.27993 0.080
H -0.90217 -1.32143 -3.34376 0.115
C -1.54365 3.02258 3.53363 -0.257
S -0.21232 2.28272 2.55757 0.845
O -0.84351 1.59096 1.38561 -0.572
C 0.22178 1.01209 3.76971 -0.256
H -1.99538 3.82887 2.95074 0.052
H -2.30330 2.27070 3.76057 0.054
H -1.13305 3.43273 4.45921 0.054
H -0.64755 0.38500 3.98211 0.026
H 0.57448 1.48814 4.68760 0.057
H 1.02088 0.39373 3.35375 0.051
C 2.50201 2.02467 -5.41109 -0.275
S 0.81372 1.42627 -5.66434 0.830
O 0.60801 0.25632 -4.74819 -0.574
C 1.09671 0.77180 -7.32682 -0.274
H 2.57381 2.44799 -4.40631 0.040
H 3.21011 1.19805 -5.50691 0.056
H 2.72849 2.80021 -6.14643 0.054
H 1.89220 0.02295 -7.30376 0.057
H 1.36931 1.58841 -7.99939 0.052
H 0.17264 0.30716 -7.67919 0.049
C -3.44516 -2.66925 6.40239 -0.272
S -2.43616 -1.61499 5.33328 0.790
O -3.14794 -0.30185 5.19375 -0.566
C -2.72867 -2.55584 3.81622 -0.260
H -3.44127 -2.24743 7.41036 0.050
H -4.47162 -2.70653 6.02972 0.059
H -3.01913 -3.67484 6.43040 0.052
H -3.79971 -2.60027 3.60409 0.061
H -2.32616 -3.56520 3.92899 0.055
H -2.21717 -2.05331 2.99172 0.049

21
Properties=species:S:1:pos:R:3:lowdin_charge:R:1 method="wB97M-V/def2-TZVPD" fmax_ev_per_a=7.3 homo_lumo_gap_ev=5.491 relative_energy_kj_mol=922.4 e_tot_ha=-551.78672
C 1.56595 -0.72183 0.20653 -0.289
N 1.40930 -1.17802 -1.12938 0.139
O 1.75331 0.63293 0.37620 0.050
H 2.42330 -1.25452 0.67580 0.221
H 2.16141 -0.84742 -1.72463 0.122
H 0.71191 -1.04418 0.82185 0.109
H 1.23776 0.88730 1.32456 0.024
H 0.31627 1.19742 3.04750 0.020
O 0.20202 1.00249 2.10894 -0.206
H -0.93742 -1.61266 1.16692 0.096
H -0.63807 -1.47631 -0.39736 0.045
O -0.39026 -1.93651 0.44080 0.039
H -1.16576 -0.73484 -2.10039 0.093
H 0.52465 -0.81184 -1.50698 -0.102
O -0.52982 -0.25431 -1.53496 -0.149
H -1.01308 1.19302 -1.28737 -0.027
H -0.86662 2.64205 -1.99859 0.025
O -1.06888 2.18961 -1.18061 -0.098
H -1.30625 0.60216 1.34839 -0.037
H -2.18051 1.08183 0.30992 0.006
O -2.20922 0.44363 1.03282 -0.080

10
Properties=species:S:1:pos:R:3:lowdin_charge:R:1 method="wB97M-V/def2-TZVPD" fmax_ev_per_a=3.8 homo_lumo_gap_ev=9.451 relative_energy_kj_mol=244.1 e_tot_ha=-255.13904
C -0.14737 -1.53825 0.83113 -0.079
C -0.12073 -0.33469 0.23602 -0.041
C 1.03947 -1.69099 0.08599 -0.210
C -0.33479 0.94752 -0.52703 -0.076
F 1.21461 -2.38036 -1.08915 -0.023
H -0.86272 -2.07188 1.39312 0.074
H 1.99437 -1.25396 0.32100 0.111
H -1.08392 1.71542 -0.22390 0.078
H -0.57810 0.64375 -1.60879 0.113
H 0.62379 1.42963 -0.58490 0.054

16
Properties=species:S:1:pos:R:3:lowdin_charge:R:1 method="wB97M-V/def2-TZVPD" fmax_ev_per_a=6.5 multiplicity=2 s2=0.75 total_charge=+1 homo_lumo_gap_ev="13.327 / 4.811" relative_energy_kj_mol=136.9 e_tot_ha=-159.11770
C -0.94814 -0.99316 -1.90284 -0.086
C -0.51332 -1.69328 -0.63367 -0.050
H -1.09065 0.05193 -1.72581 0.081
H -0.36396 -1.02618 -2.82054 0.095
H -1.74368 -1.49290 -2.26026 0.047
H 0.05647 -2.68400 -0.78112 0.156
H 0.15366 -1.11556 0.10814 0.098
H -1.30912 -2.03808 -0.15659 0.032
C 0.49156 0.82754 1.73798 -0.031
C 0.98035 1.92042 0.81034 -0.037
H 0.19829 0.01895 1.11397 0.064
H 1.08889 0.31677 2.38370 0.084
H -0.43265 1.17271 2.36163 0.154
H 0.49578 1.83214 -0.21650 0.132
H 2.05307 1.67368 0.60026 0.126
H 0.83123 2.92148 1.32222 0.136

21
Properties=species:S:1:pos:R:3:lowdin_charge:R:1 method="wB97M-V/def2-TZVPD" fmax_ev_per_a=3.2 total_charge=+1 homo_lumo_gap_ev=11.479 relative_energy_kj_mol=138.8 e_tot_ha=-419.97257
O -0.00108 -1.73147 1.13036 0.092
C 0.52354 -1.23827 0.15622 -0.528
N 1.86516 -1.20456 -0.03768 0.195
C -0.30117 -0.49027 -0.86018 -0.040
N -0.78638 0.92154 -0.36762 0.055
C 0.41257 1.79780 -0.01278 -0.146
C 1.17488 2.13275 -1.30237 -0.057
H 2.30673 -1.19450 -0.94267 0.121
H 2.43468 -1.64152 0.67811 0.132
H 0.06518 -0.33939 -1.89525 0.128
H -1.27371 -1.01956 -0.92469 0.140
H -1.38903 0.57273 0.43265 0.111
H -1.34490 1.17422 -1.18907 0.180
H 1.01410 1.28788 0.72185 0.113
H 0.01038 2.69080 0.48782 0.134
H 0.95649 3.09900 -1.72216 0.079
H 1.02896 1.39676 -2.09468 0.064
H 2.25172 2.10781 -1.05952 0.097
H -3.33441 -0.40494 1.42024 0.093
H -1.90369 -1.01603 1.88393 0.071
O -2.38797 -0.48387 1.23797 -0.035